2 unconnected molecules or ions with the total composition C4H11NO2. Source: OMol25; level of theory: ωB97M-V with the def2-TZVPD basis set.

Output
**Highest occupied orbital energy**: -9.526 eV
**SMILES**: CCCNC=O.O
**Energy above the lowest of the compared OMol25 structures with the same formula, charge and spin**: 125.15 kJ/mol
**E_tot**: -9910.9448 eV
**E_LUMO**: 0.022 hartree
**Multiplicity**: 1
**Frontier orbital gap**: 10.137 eV

Each atom is followed by the atoms it is bonded to, with distances in Å.
Positions of all 18 atoms, in Å:
1 C 1.674 1.046 0.355  C2 1.560, H7 1.090, H8 1.091, H9 1.087
2 C 1.694 -0.279 -0.467  C1 1.560, C3 1.546, H10 1.063, H11 1.076
3 C 0.473 -0.251 -1.416  C2 1.546, N4 1.480, H12 1.097, H13 1.071
4 N -0.765 -0.725 -0.757  C3 1.480, C5 1.348, H14 1.003
5 C -0.956 -1.913 -0.150  N4 1.348, O6 1.214, H15 1.101
6 O -0.067 -2.677 0.164  C5 1.214
7 H 1.402 1.938 -0.211  C1 1.090
8 H 2.660 1.162 0.806  C1 1.091
9 H 0.956 0.878 1.153  C1 1.087
10 H 1.354 -0.970 0.267  C2 1.063
11 H 2.505 -0.315 -1.172  C2 1.076
12 H 0.650 -0.851 -2.318  C3 1.097
13 H 0.217 0.709 -1.814  C3 1.071
14 H -1.524 -0.115 -0.998  N4 1.003
15 H -2.000 -2.138 0.119  C5 1.101
16 O -2.763 1.269 1.851  H17 0.959, H18 0.959
17 H -2.025 1.816 2.125  O16 0.959
18 H -3.486 1.415 2.464  O16 0.959